A structure of composition C23H22AuBrN5O2S. Source: the Open Molecules 2025 dataset; level of theory: ωB97M-V/def2-TZVPD.

Geometry as XYZ:
```
55
Properties=species:S:1:pos:R:3
Au -1.7808 -0.3278 0.1939
N 6.0309 0.1213 -3.7270
C 5.0341 0.0813 -2.8189
C 4.2722 -1.0926 -2.6458
C 3.2611 -1.1299 -1.7225
C 2.9800 -0.0038 -0.9424
C 3.7214 1.1701 -1.1115
C 4.7356 1.2138 -2.0325
S 1.7189 -0.0621 0.2270
O 1.4406 -1.4209 0.5981
O 1.9133 0.9338 1.2424
N 0.3927 0.3523 -0.7115
C -0.0074 1.6755 -0.7349
N -1.3258 1.7692 -0.5140
C -1.8638 2.9859 -0.4905
C -1.0851 4.0971 -0.7559
C 0.2652 3.8829 -1.0002
N 0.8227 2.6757 -0.9708
H 6.2824 -0.6928 -4.2578
H 6.6099 0.9355 -3.8241
H 4.5020 -1.9682 -3.2379
H 2.6921 -2.0368 -1.5724
H 3.4896 2.0333 -0.5051
H 5.3186 2.1164 -2.1550
H -2.9211 3.0511 -0.2714
H -1.5083 5.0892 -0.7723
H 0.9282 4.7120 -1.2155
C 0.3488 0.4466 5.4942
C -0.8928 0.4218 4.6590
C -2.1645 0.5863 5.2041
C -3.2856 0.5579 4.3912
C -3.0847 0.3604 3.0370
Br -4.5721 0.3159 1.8626
N -1.8912 0.2011 2.4960
C -0.8176 0.2303 3.2868
H 0.1047 0.5887 6.5450
H 1.0104 1.2563 5.1869
H 0.9028 -0.4870 5.3984
H -2.2793 0.7373 6.2695
H -4.2813 0.6831 4.7885
H 0.1389 0.0949 2.7941
C -1.8933 -2.4419 0.4184
C -2.2873 -2.5089 -0.9591
C -1.2953 -2.5483 -1.9767
C -1.6558 -2.5981 -3.3046
C -3.0019 -2.6123 -3.6622
C -3.9938 -2.5829 -2.6788
C -3.6528 -2.5305 -1.3493
H -0.8694 -2.7124 0.6521
H -2.6235 -2.6778 1.1833
H -0.2545 -2.5364 -1.6821
H -0.8925 -2.6300 -4.0700
H -3.2834 -2.6550 -4.7053
H -5.0355 -2.6080 -2.9672
H -4.4168 -2.5125 -0.5829
```

The HOMO-LUMO gap (alpha / beta) comes out at 7.25 / 5.02 eV. Its HOMO energy (alpha / beta) is -9.78 / -10.77 eV. The net charge is +1. As for the spin multiplicity: 3. Its expectation value of S² is 2.046.

Löwdin atomic charge list, values in e, 2 entries: 0.929, 0.149



A structure of composition C23H22CdN9O2 at a distorted geometry. Source: the Open Molecules 2025 dataset; level of theory: ωB97M-V/def2-TZVPD.

Geometry as XYZ:
```
57
Properties=species:S:1:pos:R:3
Cd 10.1868 8.6050 7.9542
O 12.3776 12.5815 8.2215
C 11.9005 11.4434 8.0078
N 10.6878 10.9869 8.3989
C 9.6667 11.8024 8.8253
C 9.8342 13.1830 9.0846
C 8.7105 13.9979 9.2134
C 7.4334 13.4540 9.2260
C 7.2647 12.0779 9.0615
C 8.3616 11.2515 8.7004
N 8.2358 10.0675 8.0395
C 6.9991 9.5583 7.6751
O 5.8473 9.9627 7.8925
C 7.0550 8.3835 6.7690
C 5.8809 7.9804 6.0551
C 5.8121 6.7630 5.4324
C 6.9732 5.9627 5.3823
C 8.0600 6.3599 6.1423
N 8.1173 7.5679 6.8019
C 12.7190 10.6215 7.1057
C 13.9943 11.1369 6.6777
C 14.7780 10.4228 5.8012
C 14.3034 9.1807 5.3654
C 13.0716 8.7716 5.8298
N 12.2963 9.4082 6.6933
H 10.8615 13.4815 9.0906
H 8.8131 15.0881 9.3578
H 6.5874 14.1442 9.3420
H 6.3368 11.5776 9.0882
H 5.0389 8.7073 6.1461
H 4.8237 6.4362 5.0877
H 7.0293 5.0412 4.7358
H 8.9474 5.7183 6.1844
H 14.2687 12.0949 7.1015
H 15.7894 10.7617 5.5611
H 14.9183 8.4709 4.7799
H 12.6931 7.8410 5.4164
N 9.1669 7.5968 10.2677
C 9.0876 8.4425 11.4463
C 10.3902 8.4457 12.2905
C 11.5637 9.0085 11.4889
N 11.9180 8.2697 10.2672
H 8.2242 7.3800 9.9588
H 9.5827 6.7335 10.5891
H 8.2136 8.1745 12.0496
H 8.8861 9.4959 11.1463
H 10.6371 7.4294 12.6919
H 10.2241 9.0878 13.1809
H 12.4317 9.0666 12.1778
H 11.3733 10.0955 11.1927
H 12.1204 7.3040 10.4999
H 12.8473 8.6069 9.9685
N 11.1284 6.4760 7.5880
C 11.8830 5.6630 7.1268
N 12.6200 4.7398 6.6362
C 13.4453 5.1402 5.7129
N 14.1532 5.4237 4.8194
```

The HOMO-LUMO gap comes out at 6.53 eV. Its HOMO energy is -3.89 eV. The net charge is -1.

Löwdin atomic charge list, values in e, 2 entries: 1.379, -0.040



Values of relative energy (zero: lowest compared OMol25 entry of this formula, charge and spin), in order: 0.00, 0.00, all in kcal/mol.